Entry 1:
Here is one molecule with the formula C4H7NO2 from OMol25. Energies are from ωB97M-V/def2-TZVPD.

## Properties
Relative energy (zero: lowest compared OMol25 entry of this formula, charge and spin) ... 131.86 kJ/mol
Charge ... 0
Electronic energy ... -9845.91306 eV
HOMO-LUMO gap ... 0.393 hartree
SMILES ... CCC(=O)NC=O
E_LUMO ... 0.1 eV

Positions of all 14 atoms, in Å:
C  1.939  0.601  -0.486
C  0.488  0.562  -0.106
C  -0.006  -0.932  0.020
O  0.671  -1.864  -0.501
N  -1.382  -1.083  0.194
C  -2.227  -0.067  0.542
O  -3.336  -0.230  1.078
H  2.567  0.772  0.319
H  2.230  -0.382  -0.894
H  2.403  1.460  -1.138
H  0.381  1.124  0.841
H  -0.243  1.184  -0.680
H  -1.732  -2.033  0.419
H  -1.752  0.888  0.393

Atomic forces in eV per Å
C 1.31 0.69 -2.91
C -0.70 0.55 1.31
C 1.41 -0.83 -4.57
O -2.10 2.53 2.84
N -0.03 -1.60 1.17
C -2.30 -0.50 2.21
O 2.51 0.30 -1.68
H 0.89 -0.14 2.24
H -0.04 0.68 -0.13
H -1.80 -1.53 0.48
H 0.03 -0.67 0.14
H 0.81 -1.00 -0.49
H 0.41 0.78 -0.50
H -0.40 0.72 -0.10

Entry 2:
Here is C22H33As2MgNO3 as an isolated structure from OMol25. Energies are from ωB97M-V/def2-TZVPD.

## Properties
Relative energy (zero: lowest compared OMol25 entry of this formula, charge and spin) ... 0.00 kJ/mol
Charge ... +2
Electronic energy ... -158091.94440 eV
HOMO-LUMO gap ... 0.259 hartree
E_LUMO ... -6.2 eV

Positions of all 62 atoms, in Å:
C  -0.481  -2.469  -5.725
C  -1.186  -1.515  -6.634
H  -1.049  -3.407  -5.651
H  0.489  -2.737  -6.180
C  -1.399  -0.219  -6.328
C  -0.879  0.377  -5.056
H  -1.727  0.465  -4.342
H  -0.539  1.403  -5.252
C  -1.702  -2.065  -7.930
H  -1.359  -3.096  -8.108
H  -1.368  -1.454  -8.790
H  -2.808  -2.069  -7.938
C  -2.209  0.664  -7.223
H  -3.179  0.201  -7.469
H  -1.682  0.857  -8.172
H  -2.423  1.631  -6.752
Mg  -0.311  0.284  -0.285
O  -0.132  -0.360  -2.052
C  0.467  0.107  -3.050
O  1.088  1.665  -0.629
C  1.677  1.808  -1.724
O  2.675  2.631  -1.896
N  1.355  1.151  -2.927
C  3.047  2.655  -3.317
C  2.077  1.787  -4.055
H  4.064  2.256  -3.380
H  2.977  3.702  -3.615
H  2.538  1.027  -4.683
H  1.371  2.368  -4.658
C  0.224  -0.456  -4.405
C  -0.260  -1.906  -4.322
H  1.153  -0.403  -5.000
H  -1.199  -1.924  -3.752
H  0.468  -2.514  -3.778
C  -3.614  -0.124  2.678
As  -1.911  0.171  1.782
C  -2.031  2.102  1.507
C  -0.741  0.136  3.379
C  -1.088  0.610  4.639
C  -0.292  0.233  5.738
C  0.816  -0.593  5.573
C  1.181  -1.044  4.294
C  0.425  -0.632  3.206
As  0.825  -1.215  1.371
C  2.742  -1.019  1.548
C  0.205  -3.054  1.508
H  -4.368  -0.035  1.887
H  -3.746  0.619  3.470
H  -3.599  -1.143  3.083
H  -2.474  2.511  2.417
H  -1.049  2.542  1.302
H  -2.700  2.254  0.653
H  -1.963  1.248  4.776
H  -0.571  0.581  6.730
H  1.414  -0.911  6.426
H  2.024  -1.721  4.161
H  3.087  -1.633  2.386
H  3.201  -1.309  0.594
H  2.902  0.050  1.741
H  0.727  -3.541  2.339
H  -0.876  -3.012  1.687
H  0.415  -3.547  0.550

Atomic forces in eV per Å
C 0.46 -0.08 0.13
C -0.37 0.90 -0.04
H 0.11 0.22 -0.05
H -0.24 -0.04 0.13
C 0.28 -1.35 -0.21
C -0.61 0.77 0.28
H 0.36 0.06 -0.17
H -0.04 -0.11 0.01
C -0.14 -0.24 -0.49
H -0.14 0.36 0.11
H -0.20 -0.25 0.36
H 0.45 -0.04 -0.06
C -0.24 0.36 -0.22
H 0.34 0.15 0.02
H -0.22 -0.01 0.25
H 0.07 -0.16 -0.12
Mg 0.01 0.06 0.41
O 0.40 0.59 -1.15
C -0.16 -0.40 0.44
O 0.81 0.14 -1.68
C -0.71 -0.12 0.89
O -0.81 -0.55 -0.27
N -0.16 0.09 0.37
C 1.17 0.72 0.32
C -1.10 -0.54 -0.11
H -0.12 0.40 0.07
H 0.33 -0.22 0.01
H 0.14 0.18 0.11
H 0.15 -0.16 0.11
C 0.26 -0.41 -0.10
C 0.01 -0.18 0.13
H -0.42 -0.01 0.11
H 0.18 -0.02 -0.16
H -0.09 -0.01 -0.01
C -0.03 -0.33 -0.66
As -0.51 0.85 1.64
C -0.25 -0.06 -0.19
C 0.31 -0.49 -0.70
C 0.28 -0.29 0.20
C -0.30 0.31 -0.28
C 0.16 -0.26 -0.40
C -0.20 0.38 0.30
C -0.72 -0.12 -0.47
As 0.85 -0.15 1.55
C 0.03 -0.50 -0.43
C 0.45 0.00 -0.44
H -0.10 -0.03 0.49
H -0.01 -0.18 -0.26
H -0.15 0.32 -0.06
H 0.20 0.28 -0.25
H -0.18 0.08 0.16
H 0.03 0.28 0.19
H 0.22 -0.24 0.10
H 0.12 -0.06 -0.19
H -0.26 0.14 -0.12
H -0.13 0.26 0.19
H 0.24 0.22 -0.40
H 0.19 0.03 0.45
H 0.05 -0.34 0.00
H -0.23 0.02 -0.24
H 0.29 -0.10 -0.01
H -0.14 -0.12 0.40

Entry 3:
Here is one molecule with the formula C3H6N2O2 from OMol25. Energies are from ωB97M-V/def2-TZVPD.

## Properties
Relative energy (zero: lowest compared OMol25 entry of this formula, charge and spin) ... 173.50 kJ/mol
Charge ... 0
Electronic energy ... -10282.99921 eV
HOMO-LUMO gap ... 0.391 hartree
SMILES ... [H]/N=C/OCC(N)=O
E_LUMO ... 0.8 eV

Positions of all 13 atoms, in Å:
H  1.537  0.318  -2.190
N  1.008  0.141  -1.341
C  1.724  0.360  -0.321
O  1.322  0.215  0.939
C  0.054  -0.342  1.310
C  -1.077  -0.627  0.312
N  -1.640  0.518  -0.218
O  -1.597  -1.722  0.275
H  2.758  0.715  -0.314
H  0.261  -1.254  1.872
H  -0.406  0.410  1.955
H  -2.520  0.342  -0.681
H  -0.989  1.055  -0.779

Atomic forces in eV per Å
H -0.02 -0.02 0.06
N 0.29 0.02 0.22
C -0.04 0.01 -0.27
O 0.01 0.05 -0.08
C -0.12 -0.08 0.15
C -0.19 -0.11 0.11
N -0.12 -0.12 -0.21
O 0.17 0.44 0.08
H -0.10 -0.06 -0.07
H -0.06 0.10 -0.19
H 0.21 -0.18 0.24
H 0.09 -0.11 -0.22
H -0.10 0.05 0.18

Entry 4:
Here is C16H30F3N7O23 as an isolated structure from OMol25. Energies are from ωB97M-V/def2-TZVPD.

## Properties
Relative energy (zero: lowest compared OMol25 entry of this formula, charge and spin) ... 2447.03 kJ/mol
Charge ... 0
Electronic energy ... -82709.59264 eV
HOMO-LUMO gap ... 0.301 hartree
E_LUMO ... -0.9 eV

Positions of all 79 atoms, in Å:
C  33.618  33.512  -16.411
N  32.818  33.278  -17.615
O  31.899  34.064  -17.823
O  33.098  32.286  -18.328
H  33.834  34.566  -16.239
H  34.577  32.995  -16.402
H  33.009  33.056  -15.631
C  36.184  35.253  -16.066
N  35.778  36.288  -17.075
O  36.545  36.501  -18.012
O  34.648  36.744  -16.955
H  36.925  34.529  -16.404
H  35.245  34.706  -15.976
H  36.634  35.699  -15.179
C  39.277  31.455  -17.104
N  39.776  31.863  -18.506
O  39.513  32.979  -18.882
O  40.384  30.970  -19.126
H  39.825  30.539  -16.882
H  38.221  31.271  -17.305
H  39.611  32.247  -16.434
C  37.136  28.037  -14.099
N  37.139  26.648  -14.576
O  37.600  25.742  -13.841
O  36.624  26.440  -15.689
H  38.142  28.441  -13.989
H  36.654  27.975  -13.123
H  36.551  28.660  -14.776
C  38.794  31.978  -14.067
N  38.472  30.546  -14.246
O  38.786  29.765  -13.297
O  38.134  30.079  -15.281
H  39.818  32.112  -13.719
H  38.063  32.555  -13.500
H  38.653  32.309  -15.096
C  37.656  29.418  -20.180
N  37.420  30.044  -18.829
O  37.529  31.338  -18.862
O  37.361  29.362  -17.849
H  37.307  30.111  -20.945
H  36.904  28.628  -20.153
H  38.588  28.888  -20.374
C  37.305  33.624  -19.172
N  35.891  33.165  -18.811
O  35.549  33.529  -17.693
O  35.132  32.625  -19.657
H  38.025  32.826  -18.986
H  37.445  34.594  -18.695
H  37.399  33.818  -20.240
C  35.558  30.938  -16.956
C  35.218  31.076  -15.535
O  35.701  32.373  -15.234
C  36.815  32.527  -15.970
O  37.602  33.402  -16.014
O  36.897  31.337  -16.797
F  35.906  30.201  -14.790
H  35.146  31.687  -17.632
H  35.452  29.916  -17.322
H  34.147  31.048  -15.333
C  31.434  29.160  -13.200
C  31.377  27.899  -14.061
O  32.457  28.140  -14.890
C  32.961  29.411  -14.787
O  33.882  29.903  -15.429
O  32.322  30.061  -13.887
F  30.213  27.744  -14.678
H  31.872  28.889  -12.239
H  30.516  29.727  -13.048
H  31.611  26.988  -13.510
C  38.847  36.265  -15.306
C  38.698  34.854  -14.637
O  38.945  34.049  -15.774
C  39.936  34.729  -16.489
O  40.701  34.174  -17.261
O  40.017  35.918  -15.921
F  37.622  34.512  -14.077
H  39.037  37.124  -14.662
H  38.096  36.441  -16.076
H  39.534  34.613  -13.980

Atomic forces in eV per Å
C -0.71 -0.89 1.43
N -0.27 -0.74 -1.73
O 0.81 -0.84 -0.08
O -1.29 1.83 1.85
H -1.38 -0.19 -0.31
H -2.45 0.42 -0.13
H -0.23 0.49 0.33
C -1.18 1.86 -0.26
N -0.14 -0.58 -0.11
O -0.51 0.45 0.66
O 0.99 0.07 -0.31
H -0.93 2.41 -1.04
H 1.22 0.63 1.22
H -1.60 0.48 -0.37
C 3.47 -0.08 -1.77
N 1.83 -1.93 1.55
O 2.57 -1.09 -0.84
O -0.91 1.62 0.06
H -0.06 0.10 -0.12
H 1.87 0.53 1.01
H -0.27 -0.36 -0.63
C -0.90 -1.21 0.16
N -0.31 -2.06 -0.56
O -0.81 1.95 -1.50
O 0.92 0.07 1.55
H -0.65 -1.39 -0.02
H 0.18 0.14 0.14
H 0.55 -1.45 0.30
C -0.58 0.11 -1.22
N 2.40 -2.66 3.49
O 0.41 3.10 -0.02
O 1.01 0.92 -0.92
H -0.23 -0.40 0.12
H 0.07 -0.87 0.50
H 1.01 -0.29 1.42
C -2.44 -0.97 -0.06
N 3.07 2.45 -2.12
O -1.85 -6.47 -2.38
O 0.17 -0.66 -0.82
H 0.64 0.15 0.22
H -0.04 -0.27 -0.22
H 0.34 0.83 0.68
C -1.90 1.07 -1.17
N -0.04 1.33 -3.84
O 0.56 -0.20 -2.84
O 2.67 1.23 2.28
H -1.67 2.02 0.22
H 0.07 -0.47 0.40
H -0.60 -0.27 -0.14
C -0.11 -0.38 -0.27
C 1.11 6.46 -0.35
O 3.65 0.75 1.27
C -2.39 -4.84 -1.60
O -15.36 -9.66 -4.23
O -2.19 3.90 2.90
F -0.40 0.69 1.22
H -1.07 -1.31 0.58
H 0.10 0.35 0.24
H 2.40 5.43 0.69
C -0.52 0.41 0.95
C 0.85 0.64 1.80
O 1.38 0.10 -1.87
C 0.69 -1.51 -1.81
O -10.02 -13.02 0.39
O -0.77 0.68 1.43
F -0.65 0.06 -1.02
H 0.06 0.32 0.03
H -0.13 -0.49 -0.09
H -0.25 -0.02 0.02
C -0.88 -0.84 1.46
C 3.86 2.09 -1.28
O 17.58 8.67 1.37
C 2.28 -3.26 0.95
O -1.61 2.43 2.01
O 3.07 2.31 -2.73
F -3.62 -0.61 2.91
H -0.22 -0.23 0.07
H 0.07 0.34 0.36
H 0.20 0.63 0.50

Entry 5:
Here is one molecule with the formula C3H5ClS from OMol25. Energies are from ωB97M-V/def2-TZVPD.

## Properties
Relative energy (zero: lowest compared OMol25 entry of this formula, charge and spin) ... 45.36 kJ/mol
Charge ... 0
Electronic energy ... -26548.50166 eV
HOMO-LUMO gap ... 0.303 hartree
SMILES ... C[C@H](Cl)C=S
E_LUMO ... -0.9 eV

Positions of all 10 atoms, in Å:
C  -0.136  -0.320  0.433
C  0.790  0.875  0.832
Cl  0.495  2.208  -0.395
C  2.203  0.489  0.753
S  2.752  -0.548  -0.373
H  0.131  -0.677  -0.552
H  -0.176  -1.047  1.305
H  -1.265  0.032  0.376
H  0.669  1.498  1.786
H  2.865  0.845  1.535

Atomic forces in eV per Å
C -2.92 1.53 2.34
C -1.36 1.14 0.20
Cl 0.18 -0.11 0.00
C 1.22 -1.37 -0.91
S 0.28 0.62 0.63
H 0.23 -0.39 0.26
H 0.52 0.37 -1.43
H 2.31 -0.38 0.03
H -0.55 -1.64 -1.04
H 0.08 0.21 -0.07

Entry 6:
Here is C21H24AuI2N3S as an isolated structure from OMol25. Energies are from ωB97M-V/def2-TZVPD.

## Properties
Charge ... +2
Electronic energy ... -57348.70329 eV
HOMO-LUMO gap (alpha / beta) ... 0.286 / 0.206 hartree
Multiplicity ... 3
E_LUMO (alpha / beta) ... -6.0 / -8.9 eV

Positions of all 52 atoms, in Å:
Au  -3.363  0.080  0.403
I  -4.907  -1.432  -1.071
C  -4.938  -3.094  0.280
I  -3.047  -3.518  1.109
H  -5.279  -3.942  -0.301
H  -5.631  -2.832  1.068
C  1.596  -3.484  -3.828
C  1.040  -2.049  -3.880
C  -0.443  -2.118  -4.244
C  1.786  -1.245  -4.954
C  1.267  -1.404  -2.520
C  2.567  -1.310  -2.001
C  2.812  -0.836  -0.719
C  1.757  -0.420  0.085
S  2.051  -0.287  1.769
C  -0.737  0.911  1.237
N  -0.633  0.144  0.165
C  0.440  -0.381  -0.456
C  0.230  -0.908  -1.745
C  -0.701  2.254  3.125
C  -0.497  3.107  4.194
C  -1.616  3.698  4.828
C  -2.895  3.446  4.401
C  -3.123  2.589  3.306
C  -2.031  2.011  2.692
H  1.388  -3.987  -4.773
H  1.134  -4.060  -3.025
H  2.678  -3.494  -3.681
H  -0.554  -2.651  -5.188
H  -0.875  -1.122  -4.378
H  -1.022  -2.659  -3.491
H  1.646  -1.722  -5.925
H  2.860  -1.202  -4.761
H  1.407  -0.223  -5.020
H  3.407  -1.626  -2.605
H  3.820  -0.828  -0.323
H  -0.785  -0.877  -2.117
H  0.490  3.335  4.567
H  -1.459  4.359  5.669
H  -3.732  3.915  4.901
H  -4.124  2.390  2.942
C  2.133  2.382  1.085
N  1.568  1.473  2.137
C  2.234  1.721  3.460
C  0.126  1.543  2.188
N  -2.043  1.233  1.569
H  3.208  2.224  1.038
H  1.910  3.411  1.362
H  1.675  2.149  0.128
H  3.244  1.325  3.412
H  1.675  1.219  4.245
H  2.285  2.792  3.638

Atomic forces in eV per Å
Au -0.47 -0.02 -0.09
I 0.10 0.21 0.20
C 0.11 0.01 -0.01
I -0.02 -0.01 0.01
H -0.03 -0.01 -0.01
H -0.03 -0.02 0.01
C 0.04 0.03 0.00
C 0.02 -0.03 -0.01
C -0.02 0.05 0.01
C 0.00 -0.02 -0.03
C 0.05 -0.03 0.05
C -0.01 0.01 -0.05
C -0.02 -0.03 0.01
C -0.11 -0.07 -0.39
S -0.01 0.03 0.35
C -0.02 0.06 0.13
N -0.09 -0.05 -0.27
C 0.30 0.10 0.26
C -0.06 0.09 0.01
C 0.25 0.07 -0.12
C 0.02 0.01 0.10
C 0.08 -0.03 0.01
C -0.12 -0.05 -0.06
C -0.15 0.00 0.08
C -0.24 -0.02 -0.33
H 0.02 0.01 0.02
H 0.00 0.01 -0.03
H -0.04 -0.02 0.01
H 0.00 0.03 0.00
H -0.01 -0.03 0.02
H 0.02 0.00 -0.03
H 0.01 0.02 0.01
H -0.03 0.00 -0.01
H 0.01 -0.02 0.01
H -0.01 -0.04 0.04
H -0.02 -0.02 -0.01
H 0.02 -0.03 0.01
H -0.05 0.05 0.03
H 0.07 -0.01 -0.01
H -0.01 -0.04 -0.03
H 0.03 0.03 0.01
C -0.03 0.16 0.02
N 0.24 -0.28 -0.14
C 0.04 0.20 0.11
C -0.12 0.11 0.04
N 0.37 -0.29 0.12
H 0.00 -0.04 0.02
H -0.04 -0.03 0.04
H 0.00 -0.03 0.01
H 0.02 0.02 -0.07
H 0.00 -0.04 -0.04
H -0.06 0.00 -0.02